Entry 1:
Below is a structure of composition C24H23F6N8O9RuS5 in a non-equilibrium geometry, with properties calculated with the ωB97M-V functional and the def2-TZVPD basis.

Structure (XYZ):
```
76
C24H23F6N8O9RuS5, DFT the ωB97M-V functional and the def2-TZVPD basis
Ru -0.24 0.04 0.74
N 0.35 2.95 2.64
C 1.09 2.75 1.56
N 1.15 1.62 0.88
C 1.93 1.76 -0.26
C 2.49 2.97 -0.44
S 2.07 4.01 0.88
C 1.90 0.59 -1.19
C 2.69 0.83 -2.52
S 1.71 -0.17 -3.68
C 0.41 -0.45 -2.48
N 0.55 0.10 -1.32
N -0.59 -1.26 -2.85
H -0.15 2.15 3.03
H 0.34 3.84 3.10
H 3.10 3.32 -1.25
H 2.79 1.84 -2.91
H -0.78 -1.39 -3.83
H -1.38 -1.33 -2.23
C 5.90 -0.48 -3.30
C 5.10 -0.67 -2.06
C 5.42 -1.54 -1.07
C 4.56 -1.87 0.08
C 3.31 -1.40 0.15
C 2.89 -0.57 -0.98
C 3.92 0.20 -1.75
S 1.91 -2.33 0.73
O 1.25 -2.66 -0.51
O 2.31 -3.40 1.61
N 0.95 -1.30 1.51
C 0.99 -1.38 2.99
C 0.46 -0.08 3.52
O 0.87 0.50 4.49
O -0.55 0.35 2.79
H 6.76 -1.15 -3.34
H 6.27 0.55 -3.38
H 5.28 -0.66 -4.18
H 6.32 -2.12 -1.18
H 4.89 -2.65 0.76
H 2.53 -1.31 -1.70
H 4.29 1.04 -1.14
H 1.96 -1.65 3.38
H 0.27 -2.12 3.32
O -3.06 1.15 2.79
H -2.42 0.90 3.47
H -3.49 0.32 2.56
F -2.12 4.64 -2.60
C -1.44 4.02 -1.65
F -0.15 3.96 -2.00
F -1.54 4.70 -0.52
S -2.05 2.29 -1.47
O -1.31 1.82 -0.30
O -1.78 1.70 -2.74
N -3.60 2.45 -1.25
S -4.38 2.05 0.05
O -5.77 2.34 0.00
O -4.10 0.66 0.40
C -3.89 3.43 1.27
F -2.68 3.47 1.77
F -4.79 3.46 2.24
F -4.06 4.50 0.49
N -3.81 -1.64 -0.62
C -2.92 -0.62 -0.31
N -1.94 -1.09 0.45
C -2.26 -2.42 0.79
C -1.64 -3.35 1.58
C -2.25 -4.60 1.75
C -3.46 -4.90 1.15
C -4.10 -3.95 0.34
C -3.47 -2.75 0.17
H -4.76 -1.42 -0.85
H -2.63 -0.05 -1.17
H -0.69 -3.15 2.05
H -1.75 -5.34 2.36
H -3.91 -5.87 1.30
H -5.04 -4.17 -0.14
```

charge = 0
2S+1 = 2
highest occupied orbital energy (alpha / beta) = -8.6 / -8.5 eV
energy above the lowest of the compared OMol25 structures with the same formula, charge and spin = 519.57 kJ/mol
expectation value of S² = 0.754
LUMO energy (alpha / beta) = -0.0024 / -0.0477 Ha
Kohn-Sham gap (alpha / beta) = 8.522 / 7.222 eV



Entry 2:
Below is a cluster of 8 separate species, C20H37Cl3N2O15 in total in a non-equilibrium geometry, with properties calculated with the ωB97M-V functional and the def2-TZVPD basis.

Structure (XYZ):
```
77
C20H37Cl3N2O15, DFT the ωB97M-V functional and the def2-TZVPD basis
C 5.20 -0.59 0.57
C 3.99 -0.86 -0.19
N 3.03 -1.08 -0.77
H 5.66 0.33 0.20
H 5.91 -1.40 0.43
H 4.97 -0.44 1.63
C -3.23 -4.00 0.88
C -3.55 -4.64 -0.37
N -3.75 -5.07 -1.41
H -2.20 -3.64 0.77
H -3.29 -4.63 1.76
H -3.91 -3.17 1.07
C 0.80 -4.22 2.93
O 0.01 -5.02 2.03
C 0.43 -5.08 0.77
O 1.41 -4.56 0.33
O -0.45 -5.81 0.10
C -0.19 -5.98 -1.29
H 1.83 -4.20 2.60
H 0.73 -4.60 3.95
H 0.25 -3.28 2.95
H -1.00 -6.57 -1.70
H 0.76 -6.49 -1.45
H -0.12 -5.03 -1.83
C 5.43 3.25 3.13
O 4.04 3.09 3.45
C 3.27 2.49 2.56
O 3.65 1.98 1.53
O 2.02 2.49 3.02
C 1.12 1.57 2.40
H 5.87 3.84 3.92
H 5.44 3.81 2.20
H 5.97 2.31 3.12
H 1.04 1.80 1.34
H 0.14 1.75 2.84
H 1.40 0.53 2.51
C -2.67 -0.20 -6.01
O -1.86 -0.18 -4.84
C -0.56 -0.18 -5.02
O 0.05 -0.29 -6.05
O 0.02 0.00 -3.84
C 1.44 -0.03 -3.72
H -2.47 0.68 -6.63
H -3.71 -0.14 -5.72
H -2.51 -1.10 -6.60
H 1.77 -1.04 -3.95
H 1.67 0.27 -2.70
H 1.92 0.71 -4.36
C -3.00 1.43 2.35
O -3.54 0.29 1.74
C -4.15 0.40 0.57
O -4.42 1.43 0.02
O -4.48 -0.81 0.15
C -5.18 -1.01 -1.05
H -2.42 1.12 3.22
H -3.73 2.10 2.81
H -2.36 1.99 1.67
H -5.56 -2.03 -1.05
H -4.53 -1.01 -1.94
H -6.01 -0.33 -1.17
C 1.41 5.91 2.83
O 1.40 5.97 1.42
C 0.58 5.16 0.76
O -0.07 4.30 1.28
O 0.59 5.49 -0.52
C -0.21 4.70 -1.40
H 2.17 6.58 3.22
H 1.59 4.90 3.19
H 0.43 6.22 3.21
H 0.13 4.84 -2.42
H -1.26 4.93 -1.24
H 0.06 3.65 -1.23
C -0.52 -0.76 -0.65
Cl -0.22 -1.23 1.03
Cl -1.02 0.94 -0.70
Cl -1.81 -1.76 -1.31
H 0.34 -0.84 -1.31
```

SMILES = COC(=O)OC.COC(=O)OC.COC(=O)OC.COC(=O)OC.COC(=O)OC.ClC(Cl)Cl.CC#N.CC#N
charge = 0
2S+1 = 1
highest occupied orbital energy = -10.6 eV
energy above the lowest of the compared OMol25 structures with the same formula, charge and spin = 0.00 kJ/mol
LUMO energy = 0.0139 Ha
Kohn-Sham gap = 10.987 eV